# 1
C19H41FN2O10S | ωB97M-V/def2-TZVPD

Calculated values
Charge: 0
SMILES string: NCCCNS(=O)(=O)F.CCOC(C)=O.CCOC(C)=O.CCOC(C)=O.CCOC(C)=O
Molar mass in u: 508.61
Strongest force on any atom in hartree/bohr: 0.0121
Gap between HOMO and LUMO in eV: 8.921
Relative energy (zero: lowest compared OMol25 entry of this formula, charge and spin) in kcal/mol: 0.0
Total energy in eV: -57375.7293

```
74
C19H41FN2O10S, DFT ωB97M-V/def2-TZVPD
S -0.4500 4.2170 0.1105
F -0.0008 2.9739 0.9438
O 6.5260 0.2822 2.3879
O 8.4452 1.3129 2.6156
O 1.4674 0.5376 -1.7884
O -1.9848 -3.6696 -2.7404
O -4.0790 -3.7015 -3.3790
O -0.4161 5.3439 0.9642
O -5.1459 -0.0253 0.9430
O 0.3472 4.1932 -1.0730
O 3.5413 0.6069 -1.1182
O -6.0111 -1.9889 1.3861
N -2.0214 3.8033 -0.1628
N -4.1346 2.6379 1.8233
C 5.0156 2.3011 -0.1482
C -5.5052 -1.0939 0.5196
C -6.5783 -3.2377 0.9668
C -5.5238 -4.3023 0.7525
C 7.6802 0.5001 3.0542
C 4.6651 -0.3615 3.8411
C -2.2924 2.4385 -0.7123
C -3.0111 -3.1542 -3.4431
C 2.5118 1.1385 -1.7963
C -0.4238 -1.9769 -1.9009
C -2.8231 -1.8764 -4.2288
C 4.8594 1.1757 -1.1450
C -2.9242 1.8301 1.7441
C 7.9459 -0.2336 4.3477
C -5.3336 -1.4694 -0.9310
C -2.5477 1.3413 0.3411
C 2.6686 2.4782 -2.4654
C -0.6440 -3.1572 -2.8197
C 5.6070 -0.7636 2.7260
H -3.1938 2.5494 -1.3134
H 4.1249 0.5446 3.5671
H -3.4597 -1.9282 -5.1080
H -0.6629 -2.2554 -0.8739
H -1.6701 0.6935 0.4189
H -1.8031 -1.6827 -4.5457
H -7.2394 -3.5181 1.7848
H 6.0466 2.6542 -0.1421
H 3.9402 -1.1548 4.0249
H -2.0928 2.4029 2.1506
H 0.6112 -1.6450 -1.9350
H 2.0535 2.4873 -3.3616
H 5.5145 0.3474 -0.8795
H 7.4300 -1.1848 4.4431
H -0.3875 -2.9293 -3.8542
H -1.4849 2.1397 -1.3868
H -4.8399 -4.0378 -0.0541
H 6.1442 -1.6860 2.9516
H -1.0531 -1.1281 -2.1716
H -4.9378 -4.4371 1.6619
H -7.2028 -3.0956 0.0846
H -2.3037 4.4982 -0.8525
H -3.3616 0.7157 -0.0335
H 5.1998 -0.1642 4.7702
H 3.6893 2.7293 -2.7404
H 7.6454 0.4125 5.1724
H -6.0036 -2.2419 -1.2937
H -5.9966 -5.2513 0.4982
H 9.0161 -0.4080 4.4194
H -3.9372 3.6206 1.9237
H 5.0457 -0.9368 1.8085
H 5.1234 1.4799 -2.1584
H -5.4856 -0.5759 -1.5324
H -0.0193 -3.9960 -2.5168
H -4.3115 -1.8140 -1.0699
H -4.7751 2.4702 1.0624
H 2.2848 3.2308 -1.7796
H 4.7722 1.9471 0.8533
H 4.3626 3.1444 -0.3758
H -3.0549 0.9475 2.3763
H -3.1573 -1.0445 -3.6082
```

Atom charges from the Löwdin analysis, given in e for atoms 1 to 6:
1 S 0.577
2 F -0.123
3 O -0.020
4 O 0.108
5 O 0.083
6 O -0.004

=====

# 2
CH12N2O5 | ωB97M-V/def2-TZVPD

Calculated values
Charge: 0
Molar mass in u: 132.12
Strongest force on any atom in hartree/bohr: 0.3820
Gap between HOMO and LUMO in eV: 7.830
Relative energy (zero: lowest compared OMol25 entry of this formula, charge and spin) in kcal/mol: 234.1
Total energy in eV: -14440.7470

```
20
CH12N2O5, DFT ωB97M-V/def2-TZVPD
O -9.1597 -24.3395 18.5454
O -9.2132 -26.6598 19.6671
O -6.9970 -24.5702 20.9038
O -9.2534 -25.0307 20.4986
O -8.2062 -22.7677 20.5364
N -7.0050 -25.2525 23.0550
N -6.7467 -23.2223 22.7871
C -6.9962 -24.3380 22.1575
H -9.4608 -25.8045 19.9747
H -9.6130 -26.8024 18.8092
H -9.0222 -24.8403 19.3495
H -9.0632 -27.5402 20.0114
H -9.5882 -23.5339 18.8347
H -6.9427 -25.0732 24.0470
H -7.0439 -23.1906 23.7519
H -7.3373 -26.1680 22.7875
H -7.8674 -22.0952 21.1274
H -6.3948 -22.4238 22.2785
H -8.3155 -25.1045 20.6747
H -7.6976 -23.5507 20.7472
```

Atom charges from the Löwdin analysis, given in e for atoms 1 to 6:
1 O -0.084
2 O 0.225
3 O 0.045
4 O -0.051
5 O -0.061
6 N 0.201

=====

# 3
C4H12N3S | ωB97M-V/def2-TZVPD

Calculated values
Charge: +1
Molar mass in u: 134.23
Strongest force on any atom in hartree/bohr: 0.0735
Gap between HOMO and LUMO (spin up / spin down) in eV: 6.869 / 9.029
Relative energy (zero: lowest compared OMol25 entry of this formula, charge and spin) in kcal/mol: 147.2
Total energy in eV: -19635.6421

```
20
C4H12N3S, DFT ωB97M-V/def2-TZVPD
S 0.5736 -1.5851 -1.3374
N 2.2963 -1.2010 -1.3448
N 0.4633 -1.6933 0.3624
N 1.6345 0.2657 0.8157
C -2.4550 -0.1559 -0.6821
C -1.9120 0.8531 -0.1201
C 0.3344 -0.5139 1.0536
C -1.7283 2.2208 0.4074
H -2.6385 2.3997 0.9543
H 2.0001 -0.2559 0.0600
H -1.9875 -1.1824 -0.7720
H 0.2837 -0.4887 2.1316
H -0.8953 2.3690 0.9715
H -3.3560 -0.1500 -1.1555
H 2.3627 -0.5059 -2.0425
H -0.0179 -2.5564 0.4271
H 2.2961 0.1349 1.6557
H 2.9249 -2.0140 -1.3793
H -1.5599 2.8863 -0.4508
H 1.3807 1.1730 0.4451
```

Atom charges from the Löwdin analysis, given in e for atoms 1 to 6:
1 S 0.897
2 N -0.294
3 N -0.352
4 N 0.157
5 C -0.019
6 C -0.055

=====

# 4
C5H14N2 | ωB97M-V/def2-TZVPD

Calculated values
Charge: 0
SMILES string: CCCCNCN
Molar mass in u: 102.18
Strongest force on any atom in hartree/bohr: 0.0498
Gap between HOMO and LUMO in eV: 9.320
Relative energy (zero: lowest compared OMol25 entry of this formula, charge and spin) in kcal/mol: 25.7
Total energy in eV: -8391.5026

```
21
C5H14N2, DFT ωB97M-V/def2-TZVPD
N -2.8482 0.4426 -0.8626
N -0.8873 0.5951 0.5114
C 1.9372 0.4274 -0.4891
C 0.1370 -0.0976 1.2349
C -2.0005 -0.2463 0.0895
C 1.5441 0.4385 0.9860
C 1.5392 -0.8313 -1.2740
H -0.0413 -0.0850 2.3254
H 3.0140 0.5838 -0.5534
H 0.6328 -0.6182 -1.8390
H -3.5838 -0.1732 -1.1950
H 2.2144 -0.2811 1.4767
H 1.5661 1.3161 -0.9910
H 1.4658 -1.6956 -0.6244
H -1.2307 1.5366 0.5749
H 2.2991 -1.0072 -2.0385
H -3.3926 1.1794 -0.4132
H -2.5861 -0.5883 0.9635
H 1.7095 1.3742 1.5210
H -1.5699 -1.1114 -0.4199
H 0.0812 -1.1584 1.0167
```

Atom charges from the Löwdin analysis, given in e for atoms 1 to 6:
1 N -0.007
2 N -0.066
3 C -0.270
4 C -0.271
5 C -0.345
6 C -0.207

=====

# 5
C3H4N4O4S | ωB97M-V/def2-TZVPD

Calculated values
Charge: 0
SMILES string: NS(=O)(=O)C(=O)n1[nH]ncc1=O
Molar mass in u: 192.16
Strongest force on any atom in hartree/bohr: 0.1047
Gap between HOMO and LUMO in eV: 8.442
Relative energy (zero: lowest compared OMol25 entry of this formula, charge and spin) in kcal/mol: 7.2
Total energy in eV: -28157.2698

```
16
C3H4N4O4S, DFT ωB97M-V/def2-TZVPD
S 1.8947 0.4700 -0.0258
O 2.0781 1.4026 1.0010
O 0.7469 -2.0010 0.4901
O -0.8241 2.2401 0.0445
O 1.5047 0.9260 -1.3465
N -1.9778 -0.9708 0.3035
N -3.0269 -0.3613 -0.2097
N 3.2535 -0.5510 -0.0152
N -0.9674 -0.0837 0.4355
C -1.4265 1.2166 0.1150
C 0.5478 -0.8303 0.4259
C -2.8363 0.9473 -0.2329
H -3.6903 1.5931 -0.3625
H -1.7115 -1.8478 -0.0864
H 3.6850 -0.8240 -0.9326
H 2.7500 -1.3257 0.3961
```

Atom charges from the Löwdin analysis, given in e for atoms 1 to 6:
1 S 0.638
2 O -0.245
3 O 0.112
4 O 0.089
5 O -0.282
6 N -0.051